#P
C3H8S2 | the ωB97M-V functional and the def2-TZVPD basis

Geometry (Å):
S1 -2.4307 0.1791 0.3012
S2 -2.4618 0.9761 -1.5742
C1 -0.6201 0.0214 0.8039
C2 1.7621 -0.3127 0.2356
C3 0.3109 -0.7145 -0.1389
H1 -0.7485 -0.6437 1.6701
H2 0.2014 -0.3629 -1.1852
H3 1.9842 -0.6785 1.2395
H4 1.8995 0.7442 0.0781
H5 0.0839 -1.7599 -0.3227
H6 2.4786 -0.8256 -0.4041
H7 -0.2686 1.0457 0.9015
H8 -2.1910 2.3313 -1.6046

Values from the calculation:
highest occupied orbital energy = -8.9 eV
total charge = 0
orbital gap = 9.5 eV
SMILES string = CCCSS

***

#Q
C3H8S2 | the ωB97M-V functional and the def2-TZVPD basis

Geometry (Å):
S1 -1.1039 0.2449 -0.9577
S2 1.7521 -0.6610 -0.6750
C1 -2.5490 -0.0704 0.0172
C2 0.0379 -0.8069 0.0081
C3 2.4686 0.7987 -0.0336
H1 2.4463 1.5390 -0.7901
H2 -0.1976 -1.8920 -0.2198
H3 0.0037 -0.6121 1.1024
H4 -2.9107 -1.0809 -0.0552
H5 -3.2696 0.6944 -0.3118
H6 3.5261 0.5144 -0.0695
H7 2.0245 1.2194 0.9682
H8 -2.2284 0.1127 1.0169

Values from the calculation:
highest occupied orbital energy = -8.5 eV
total charge = 0
orbital gap = 9.4 eV
SMILES string = CSCSC

***

Which of them is most stable? Easy: #P.

***

#P
C3H8S2 | the ωB97M-V functional and the def2-TZVPD basis

Geometry (Å):
S1 -0.4913 0.1041 -0.5501
S2 0.1425 1.9665 0.2424
C1 1.0226 2.7133 -1.3615
C2 -0.9446 -2.4033 0.7763
C3 -0.3429 -0.9765 0.9686
H1 0.7105 -1.0594 0.8102
H2 -0.5774 -3.1762 1.5457
H3 -0.5932 -0.4965 1.9363
H4 0.3645 3.0266 -2.1732
H5 -0.5886 -2.5838 -0.1665
H6 -2.0251 -2.4302 0.7230
H7 1.7106 3.4712 -0.9346
H8 1.6125 1.8442 -1.8165

Values from the calculation:
highest occupied orbital energy = -7.9 eV
total charge = 0
orbital gap = 8.6 eV
SMILES string = CCSSC

***

#Q
C3H8S2 | the ωB97M-V functional and the def2-TZVPD basis

Geometry (Å):
S1 1.1975 2.0793 -0.3065
S2 -0.6208 0.6811 -0.9019
C1 -0.9048 -1.8160 0.4154
C2 -0.0522 -0.5303 0.2741
C3 -0.4095 -2.6988 1.5619
H1 -0.8479 -3.6993 1.4989
H2 1.0089 -0.7703 0.2479
H3 0.6455 -2.9467 1.4070
H4 1.2833 1.5445 -1.5143
H5 -0.8784 -2.3987 -0.5071
H6 -0.5598 -2.3711 2.5899
H7 -1.9198 -1.5465 0.7050
H8 -0.2729 -0.1897 1.2909

Values from the calculation:
highest occupied orbital energy = -9.1 eV
total charge = 0
orbital gap = 8.2 eV
SMILES string = CCCSS

***

Which of them is most stable? Easy: #P.

***

#P
C25H38P2Pt | the ωB97M-V functional and the def2-TZVPD basis

Geometry (Å):
Pt1 0.4628 -0.5932 -2.1318
P1 2.2359 0.9936 -1.5154
P2 -2.2691 -0.3863 2.0558
C1 -3.7746 0.4353 2.5508
C2 -0.7116 1.5474 3.4042
C3 0.0722 -0.7836 3.5004
C4 0.9066 -0.6864 -4.1405
C5 -0.8521 0.1575 3.0395
C6 -2.4503 -2.1618 2.2753
C7 1.2685 -3.1607 -3.4651
C8 -0.5288 -2.3939 -1.8277
C9 1.0654 0.8647 4.9770
C10 2.5320 1.1847 0.2721
C11 0.2229 1.8748 4.4506
C12 3.8317 0.5566 -2.2659
C13 -1.4257 2.6038 2.7920
C14 -1.2908 -1.5180 -2.6936
C15 1.0254 -0.4263 4.4736
C16 1.9083 2.6864 -2.0848
C17 -0.2830 -1.0790 -4.9886
C18 1.6502 -1.6936 -3.4102
C19 -1.3891 -1.7931 -4.1772
C20 -0.4232 0.0747 -0.2164
C21 0.2309 -3.5673 -2.3936
C22 -0.4990 4.2042 4.3636
C23 -1.8864 -0.1478 0.2333
C24 0.2788 3.2050 4.9334
C25 -1.3364 3.9064 3.2699
H1 0.9302 -3.4248 -4.4736
H2 2.7269 -1.5131 -3.3191
H3 -2.5306 -2.3892 3.3474
H4 -2.1666 -1.0349 -2.2475
H5 1.9100 2.6992 -3.1804
H6 -0.7059 -0.1632 -5.4166
H7 -0.2399 1.1669 -0.1963
H8 -3.3619 -2.5011 1.7621
H9 -0.4547 5.2244 4.7514
H10 -2.3248 -1.0192 -0.2762
H11 -2.3597 -1.4251 -4.5346
H12 1.7628 1.1336 5.7684
H13 0.0281 -1.6955 -5.8425
H14 0.2723 -0.3871 0.5109
H15 -3.9439 1.3306 1.9394
H16 0.0516 -1.8042 3.1165
H17 -1.5843 -2.6917 1.8551
H18 -0.4597 -4.3248 -2.7887
H19 4.1270 -0.4505 -1.9453
H20 2.6843 3.3619 -1.7017
H21 1.7249 -1.1842 4.8310
H22 -2.4985 0.7307 -0.0488
H23 0.9521 3.4220 5.7651
H24 -2.0551 2.4098 1.9183
H25 -1.3783 -2.8731 -4.3599
H26 1.4894 0.1521 -4.5324
H27 0.9267 3.0081 -1.7185
H28 3.3910 1.8471 0.4512
H29 -3.7085 0.7244 3.6084
H30 0.7791 -4.0432 -1.5679
H31 -1.9221 4.6985 2.7972
H32 2.7237 0.1915 0.6990
H33 -0.9000 -2.5270 -0.8047
H34 1.6423 1.6075 0.7543
H35 2.1816 -3.7447 -3.3007
H36 3.7388 0.5626 -3.3592
H37 -4.6173 -0.2582 2.4167
H38 4.5976 1.2795 -1.9588

Values from the calculation:
highest occupied orbital energy (spin up / spin down) = -10.8 / -14.5 eV
⟨S²⟩ = 6.041
total charge = +2
orbital gap (spin up / spin down) = 5.9 / 5.4 eV
multiplicity = 5

***

#Q
C25H38P2Pt | the ωB97M-V functional and the def2-TZVPD basis

Geometry (Å):
Pt1 -0.5949 0.7927 0.2497
P1 -0.6951 2.3140 -1.4178
P2 -0.1375 -1.8511 1.3921
C1 3.4327 -0.6565 -2.8100
C2 2.6414 2.0549 -1.5710
C3 -2.0346 2.2629 0.6266
C4 -4.6852 -1.6964 0.5362
C5 0.0624 -1.3362 -0.6091
C6 2.8071 0.5411 -3.5454
C7 2.9248 -1.0625 -1.4548
C8 -2.9564 -0.9866 4.2889
C9 3.1430 -0.4013 -0.2939
C10 -0.9577 -0.0396 3.3110
C11 -1.5417 2.0130 -3.0099
C12 -3.4161 -1.1413 0.6007
C13 -4.8295 -1.8755 2.9548
C14 -0.7716 -3.4845 0.8868
C15 1.4895 -1.7701 2.2240
C16 2.1163 1.5535 -2.6977
C17 -2.7946 -0.9613 1.8315
C18 -5.3837 -2.0806 1.6952
C19 0.4252 -0.1255 -1.3009
C20 4.0018 1.8453 -1.0243
C21 0.1962 3.8533 -1.1110
C22 -1.7344 -0.3210 4.4125
C23 -1.3352 -0.5454 1.9913
C24 -3.5469 -1.2370 3.0267
C25 4.2073 0.5954 -0.1348
H1 0.9110 3.7071 -0.2780
H2 2.1019 2.8058 -1.0495
H3 -0.0405 0.5351 3.3973
H4 4.5203 -0.4787 -2.7816
H5 3.2785 -1.5403 -3.4550
H6 -2.9001 1.5892 0.7435
H7 -2.3012 3.0157 -0.1460
H8 0.0281 -4.2389 0.9994
H9 0.1597 -0.0151 -2.3734
H10 -5.3466 -2.1926 3.8851
H11 -0.5303 4.6307 -0.8615
H12 1.9947 -0.7828 2.1657
H13 -3.4922 -1.3290 5.1798
H14 -0.9391 2.4313 -3.8276
H15 5.1930 0.1607 -0.3622
H16 4.7244 1.7430 -1.8457
H17 -0.7850 -1.8111 -1.1398
H18 -1.3622 -0.1011 5.4028
H19 -5.1016 -1.8476 -0.4479
H20 2.8459 -0.8665 0.6234
H21 -1.6726 0.9328 -3.1880
H22 -1.1064 -3.5155 -0.1695
H23 1.2650 2.0351 -3.1920
H24 -6.3615 -2.5432 1.6135
H25 -2.8409 -0.8631 -0.2829
H26 2.0738 0.1529 -4.2590
H27 0.9686 -1.9281 -0.5233
H28 -2.5114 2.5291 -2.9700
H29 3.6031 0.9804 -4.1750
H30 2.1968 -2.5073 1.7942
H31 -1.6151 -3.7080 1.5497
H32 1.3772 0.3626 -1.0185
H33 0.7419 4.1135 -2.0179
H34 2.6484 -2.1063 -1.3960
H35 4.2744 0.9079 0.9062
H36 4.2690 2.7239 -0.4073
H37 1.4041 -1.9880 3.3078
H38 -1.7059 2.7528 1.5522

Values from the calculation:
highest occupied orbital energy (spin up / spin down) = -12.1 / -13.9 eV
⟨S²⟩ = 6.054
total charge = +2
orbital gap (spin up / spin down) = 6.6 / 4.4 eV
multiplicity = 5

***

Which of them is most stable? Easy: #P.

***

#P
CH4N4S | the ωB97M-V functional and the def2-TZVPD basis

Geometry (Å):
S1 -1.0077 -2.3201 -0.7696
N1 -0.5503 -0.3820 1.5312
N2 0.1759 0.0696 -0.8032
N3 -0.0550 -1.1780 -0.1450
N4 -0.3595 0.7728 1.3751
C1 0.2778 1.1625 0.0871
H1 -0.1937 2.0687 -0.3171
H2 0.8606 -1.7500 0.1094
H3 -0.5906 0.2043 -1.3748
H4 1.4427 1.3522 0.3069

Values from the calculation:
highest occupied orbital energy (spin up / spin down) = -7.7 / -7.7 eV
total charge = 0
orbital gap (spin up / spin down) = 7.8 / 7.8 eV

***

#Q
CH4N4S | the ωB97M-V functional and the def2-TZVPD basis

Geometry (Å):
S1 -3.3296 -0.0542 -0.1290
N1 1.1073 -1.0128 -0.0267
N2 -0.9567 0.3457 0.2599
N3 -1.8447 -0.2918 -0.4734
N4 0.5884 -2.0861 0.1024
C1 0.3759 0.2390 -0.2003
H1 0.4901 0.4590 -1.3214
H2 -0.4611 -1.9394 0.0616
H3 -1.2459 1.1530 1.0049
H4 0.9477 0.9478 0.2452

Values from the calculation:
highest occupied orbital energy = -8.9 eV
total charge = 0
orbital gap = 8.2 eV
SMILES string = [H]/N=N\CNN=S

***

Which of them is most stable? Easy: #Q.

***

#P
C21H28Br4CsN5O6S3 | the ωB97M-V functional and the def2-TZVPD basis

Geometry (Å):
Cs1 -0.9771 -0.7787 1.4733
Br1 -7.2488 -3.5158 4.2610
Br2 -4.1280 -3.0236 5.3426
Br3 -6.0221 -0.2309 -0.2849
Br4 -8.2106 -2.1111 1.4127
S1 -0.6641 -1.0987 -2.3355
S2 -0.1881 -1.2444 -5.7587
S3 2.0796 0.1111 -3.5535
O1 -3.3844 -0.1396 1.0956
O2 1.4648 -1.0917 0.6298
O3 5.1570 -2.7599 2.3343
O4 6.0334 -1.7399 4.0979
O5 -2.5778 -1.3199 3.4360
O6 3.1708 -2.5107 0.9340
N1 2.6727 0.6705 4.0355
N2 2.0542 0.2164 2.9382
N3 -1.3743 2.5480 2.4046
N4 0.5459 3.8710 0.5724
N5 0.1209 2.3591 -1.7587
C1 -5.5265 -1.0742 1.3500
C2 2.8399 -0.7476 2.4789
C3 -6.4453 -1.8574 2.0754
C4 -0.0126 4.4876 1.7601
C5 1.5131 -1.8344 -5.5581
C6 -4.2091 -0.8525 1.7556
C7 -3.7713 -1.4870 3.0265
C8 2.4893 -0.7556 -5.0793
C9 -0.2668 3.4030 2.8101
C10 3.8244 0.0276 4.2949
C11 5.1443 -1.8431 3.2728
C12 0.8328 3.6189 -1.8186
C13 -6.0459 -2.4397 3.2522
C14 -1.1531 -2.4532 -4.8226
C15 2.0597 -1.1988 -2.3174
C16 0.3765 4.5469 -0.6891
C17 3.9795 -0.9212 3.3030
C18 -4.7262 -2.2477 3.7098
C19 -1.7258 -1.9872 -3.4906
C20 2.4547 -1.5145 1.2249
C21 0.8320 -2.0874 -2.2340
H1 -0.6780 4.8510 -0.8545
H2 -2.5642 -1.3084 -3.6589
H3 4.2996 -2.6833 1.7367
H4 0.6864 5.2428 2.1418
H5 2.5631 0.0301 -5.8357
H6 0.9658 5.4716 -0.7225
H7 2.9526 -1.8248 -2.3942
H8 -1.9921 -2.7707 -5.4464
H9 2.1489 -0.6768 -1.3622
H10 1.8911 3.3915 -1.6765
H11 0.1218 2.9507 0.4594
H12 -0.8649 2.4480 -1.9704
H13 -0.9649 5.0221 1.5722
H14 1.8764 -2.2359 -6.5082
H15 2.2364 1.4024 4.5717
H16 0.6389 2.7951 2.8896
H17 0.5232 1.6394 -2.3454
H18 -2.1598 -2.8694 -3.0077
H19 4.4509 0.2552 5.1370
H20 -1.3086 1.6129 2.7785
H21 -0.4361 3.8657 3.7967
H22 0.8911 -2.5820 -1.2636
H23 0.8104 -2.8654 -2.9942
H24 3.4850 -1.2066 -5.0157
H25 0.7348 4.1544 -2.7763
H26 -0.5406 -3.3457 -4.6857
H27 1.5163 -2.6623 -4.8523
H28 -2.2713 2.9045 2.7059

Values from the calculation:
highest occupied orbital energy = -0.9 eV
total charge = -2
orbital gap = 4.3 eV

***

#Q
C21H28Br4CsN5O6S3 | the ωB97M-V functional and the def2-TZVPD basis

Geometry (Å):
Cs1 -0.0778 2.1343 1.0273
Br1 6.1031 5.9149 2.6932
Br2 4.8429 2.3390 -1.6181
Br3 3.5997 4.5421 4.4344
Br4 6.7323 4.8018 -0.3716
S1 -0.0688 0.3108 -2.1244
S2 1.7467 -2.5970 -2.3155
S3 -0.5603 -1.4615 -5.1824
O1 2.2381 2.3803 2.8761
O2 -4.1738 1.5100 -1.6532
O3 -4.1108 -2.7340 -2.7551
O4 -4.6695 -0.5883 -2.8802
O5 2.7650 1.4605 0.3367
O6 -3.1722 2.1669 0.2440
N1 -2.2224 -0.3362 0.6566
N2 -1.9381 -1.6400 0.6121
N3 1.5035 -0.3669 2.1547
N4 -2.5260 1.1443 3.2703
N5 -0.8515 -1.3028 3.3341
C1 1.7197 0.2117 -2.3545
C2 -3.2517 -1.3002 -1.0998
C3 4.0095 3.9348 2.6739
C4 0.6576 -3.3551 -3.5520
C5 -2.5326 -2.2593 -0.4151
C6 -0.6665 0.9501 -3.7164
C7 4.5310 3.0149 0.1397
C8 0.4399 -1.6865 3.8878
C9 5.0636 4.5134 1.9364
C10 -2.9849 -0.1608 3.7453
C11 5.3261 4.0539 0.6667
C12 3.1939 2.8928 2.2007
C13 2.2403 -1.0216 -3.0809
C14 -1.8428 -0.9721 4.3457
C15 -4.0539 -1.5994 -2.3124
C16 1.5038 -1.6641 2.7979
C17 3.4788 2.3990 0.8327
C18 -3.0149 -0.0997 -0.3745
C19 -0.6814 -2.6759 -3.8265
C20 -3.4914 1.3208 -0.6011
C21 -1.4790 -0.0400 -4.5411
H1 3.3315 -0.9877 -3.0694
H2 -2.8503 1.3444 2.3270
H3 -4.4730 0.3157 -2.3676
H4 1.2137 -3.5043 -4.4809
H5 -2.2379 -1.8954 4.7868
H6 -2.3448 -0.4000 -3.9886
H7 -2.4240 -3.3125 -0.6103
H8 0.3699 -2.6860 4.3310
H9 -1.8706 0.4676 -5.4259
H10 2.0572 1.1140 -2.8695
H11 0.7445 -0.9945 4.6905
H12 2.4662 -1.9491 3.2500
H13 -3.7758 -0.0670 4.4991
H14 2.1028 -0.3036 1.3368
H15 -1.3943 -2.0045 1.3930
H16 -1.0367 -2.1608 -2.9375
H17 -1.2985 1.8139 -3.4967
H18 -3.4076 -0.7177 2.9077
H19 2.1430 0.2962 -1.3502
H20 -1.4290 -3.4184 -4.1078
H21 1.2650 -2.4267 2.0485
H22 1.8466 0.3925 2.7502
H23 0.4727 -4.3482 -3.1349
H24 1.9091 -1.0436 -4.1179
H25 0.1986 1.3004 -4.2817
H26 -1.3922 -0.3864 5.1644
H27 -2.8282 1.8895 3.8812
H28 -0.6831 -0.4627 2.7814

Values from the calculation:
highest occupied orbital energy = -1.2 eV
total charge = -2
orbital gap = 4.9 eV

***

Which of them is most stable? Easy: #Q.

***

#P
C4H5FS | the ωB97M-V functional and the def2-TZVPD basis

Geometry (Å):
S1 -2.7106 -0.4405 -0.1158
F1 -0.0020 -2.0771 -0.3703
C1 0.9360 0.0635 -0.1853
C2 -0.1846 1.1856 -0.2379
C3 -1.2051 0.0187 0.2430
C4 0.1021 -0.9473 0.4098
H1 1.6818 0.5021 0.5555
H2 -0.0014 1.7840 0.6711
H3 0.3093 -1.4311 1.4809
H4 1.3400 -0.3254 -1.2434
H5 -0.2655 1.6674 -1.2075

Values from the calculation:
highest occupied orbital energy = -8.8 eV
total charge = 0
orbital gap = 8.2 eV
SMILES string = F[C@H]1CCC1=S

***

#Q
C4H5FS | the ωB97M-V functional and the def2-TZVPD basis

Geometry (Å):
S1 1.1790 -2.1285 -1.1167
F1 -0.4621 0.5620 -2.0469
C1 0.1868 0.4693 -0.8821
C2 0.0846 -0.4818 1.0553
C3 -0.7067 0.6079 0.3384
C4 0.5608 -0.8628 -0.2993
H1 0.9555 -0.0750 1.5222
H2 -0.3432 -1.1361 1.7812
H3 -1.6901 0.2231 -0.0407
H4 -0.7893 1.6507 0.6401
H5 1.0247 1.1711 -0.9514

Values from the calculation:
highest occupied orbital energy = -8.8 eV
total charge = 0
orbital gap = 8.4 eV

***

#R
C4H5FS | the ωB97M-V functional and the def2-TZVPD basis

Geometry (Å):
S1 2.5797 -0.7705 -0.1349
F1 -0.4955 -2.2239 -0.1916
C1 1.0497 -0.3015 0.1428
C2 -0.3135 -0.9933 0.3260
C3 0.3792 1.0470 0.0087
C4 -0.8860 0.2255 -0.3674
H1 0.8483 1.8007 -0.6151
H2 -1.9016 0.6116 -0.0899
H3 0.2118 1.5374 0.9681
H4 -0.9344 0.0798 -1.4526
H5 -0.5378 -1.0129 1.4060

Values from the calculation:
highest occupied orbital energy = -8.8 eV
total charge = 0
orbital gap = 8.5 eV
SMILES string = F[C@@H]1CCC1=S

***

Which of them is most stable? Easy: #R.